Computed, not measured: C30H84O44P8S3 as an isolated structure, with ωB97M-V with the def2-TZVPD basis set.

Positions of all 169 atoms, in Å:
C  12.55350  14.26887  -4.07043
O  13.89193  13.78979  -4.27166
P  14.90733  13.83666  -3.07660
O  14.81303  15.01602  -2.21377
O  14.68415  12.40129  -2.43826
C  15.17825  12.15438  -1.11996
O  16.29797  13.62528  -3.79969
C  17.39047  14.52720  -3.54975
H  12.25186  14.75046  -5.00145
H  12.47651  14.93739  -3.21977
H  11.89673  13.39831  -4.01290
H  14.92444  11.12995  -0.87000
H  14.65403  12.82017  -0.42940
H  16.23982  12.38290  -1.01156
H  18.20939  13.96791  -3.07857
H  17.14917  15.31244  -2.84065
H  17.77479  14.76331  -4.53718
C  20.60665  6.64403  -3.57426
O  19.80986  7.64591  -2.90754
P  18.50747  8.06122  -3.72975
O  17.66325  6.93222  -4.11437
O  19.14309  8.90210  -4.89579
C  19.92976  10.05124  -4.56727
O  17.77716  9.16492  -2.86541
C  17.57259  8.97763  -1.45828
H  20.13353  6.33921  -4.50438
H  20.78472  5.80378  -2.90563
H  21.58304  7.10379  -3.73308
H  20.36307  9.91863  -3.56649
H  19.32584  10.94981  -4.43986
H  20.74269  10.08590  -5.28291
H  18.11981  8.12828  -1.05054
H  16.51301  8.89224  -1.22944
H  17.97023  9.86757  -0.96637
C  10.88635  7.84022  -1.62340
O  11.17942  8.18533  -2.98446
P  12.21850  7.23628  -3.70045
O  11.87921  5.82621  -3.64706
O  13.61682  7.56344  -3.03896
C  14.03410  8.93469  -2.90195
O  12.31589  7.86175  -5.15071
C  12.90622  7.07338  -6.16457
H  11.61685  7.14328  -1.20844
H  9.89545  7.40290  -1.54541
H  10.95551  8.74497  -1.01977
H  13.75873  9.25042  -1.89308
H  13.49549  9.63053  -3.54682
H  15.10198  8.92340  -3.09174
H  13.04000  6.02651  -5.88983
H  13.86779  7.47777  -6.48751
H  12.28881  7.04270  -7.06506
C  24.52373  3.92928  2.61528
O  24.09638  3.84659  1.26164
P  23.86184  2.47060  0.53041
O  23.06802  1.53084  1.31107
O  23.13689  2.88819  -0.80605
C  23.73954  3.77641  -1.73805
O  25.29576  2.03179  0.02670
C  25.54124  0.64505  -0.25327
H  25.07043  4.86435  2.69627
H  25.18445  3.11781  2.92994
H  23.67878  3.88862  3.30195
H  23.00793  4.37613  -2.27507
H  24.23485  3.20711  -2.53205
H  24.51764  4.36146  -1.24785
H  24.71832  0.03245  0.11908
H  26.40201  0.31492  0.32790
H  25.70561  0.50298  -1.31632
C  19.31254  12.17575  1.43227
O  19.98493  11.57339  0.33773
P  21.41897  10.94383  0.49762
O  21.51886  9.76108  1.33264
O  21.91346  10.80504  -0.98668
C  21.74281  11.88414  -1.92398
O  22.22411  12.19620  1.06692
C  23.64714  12.19677  1.15373
H  18.31355  11.76254  1.56958
H  19.21190  13.24655  1.25443
H  19.84117  12.03552  2.37662
H  22.64539  11.97374  -2.52274
H  21.65156  12.83017  -1.38359
H  20.84739  11.74848  -2.52192
H  23.94568  12.36130  2.18868
H  24.00079  13.05058  0.57602
H  24.09908  11.26889  0.80621
C  22.33929  11.46066  -10.95876
O  22.03189  11.81013  -9.60697
P  23.07063  12.70771  -8.79926
O  24.47503  12.41655  -9.03181
O  22.62380  14.19923  -9.10028
C  23.42418  15.11701  -9.82263
O  22.56920  12.48382  -7.33249
C  21.32483  13.03636  -6.89312
H  23.40727  11.56984  -11.14036
H  21.74946  12.07317  -11.64323
H  22.05092  10.43039  -11.16499
H  22.83810  15.60903  -10.59904
H  24.26175  14.62214  -10.31841
H  23.83682  15.88503  -9.16863
H  20.76150  12.28884  -6.33904
H  20.63639  13.42432  -7.64273
H  21.57750  13.85555  -6.21889
C  23.55621  8.55084  -2.64638
O  23.69821  8.14504  -4.02025
P  23.76205  9.23993  -5.14894
O  23.31988  10.59416  -4.85584
O  25.22984  9.17195  -5.72948
C  25.89938  7.90602  -5.73540
O  22.90616  8.49224  -6.24490
C  22.78046  8.95293  -7.57584
H  24.35511  9.23954  -2.36327
H  23.55696  7.68785  -1.99196
H  22.64691  9.14417  -2.57927
H  25.21956  7.11046  -6.04713
H  26.26861  7.64319  -4.74591
H  26.70002  7.95805  -6.46656
H  22.44765  8.13409  -8.21578
H  23.74743  9.30090  -7.95120
H  22.06684  9.75142  -7.79253
C  17.69647  11.33139  -8.86306
O  17.17152  12.55180  -8.30848
P  16.91257  12.74883  -6.75795
O  18.12986  12.60923  -5.97155
O  16.36853  14.21522  -6.68949
C  15.07287  14.58035  -7.17622
O  15.66051  11.83767  -6.48034
C  15.75799  10.46510  -6.11319
H  16.88907  10.85665  -9.41492
H  18.02259  10.66763  -8.06570
H  18.55112  11.57845  -9.48366
H  15.19043  15.03765  -8.15772
H  14.64003  15.31539  -6.50032
H  14.39312  13.73251  -7.21201
H  16.69186  9.99170  -6.44245
H  14.93188  9.92765  -6.56698
H  15.83078  10.37093  -5.02817
C  18.16661  5.07763  -6.75336
C  16.92988  5.74293  -7.27850
O  17.44503  6.16398  -8.57643
S  18.72464  7.04654  -8.24062
O  18.41264  8.31596  -7.69710
O  19.63198  7.03054  -9.32584
O  19.16365  6.09852  -7.01499
H  18.41084  4.20049  -7.35111
H  18.21963  4.89759  -5.68382
H  16.58541  6.61747  -6.72828
H  16.07488  5.10136  -7.47403
C  22.66313  4.71468  -5.78962
C  22.60218  4.48560  -7.30551
O  23.79104  3.79067  -7.68102
S  24.73507  3.53999  -6.41725
O  25.66785  4.58739  -6.23077
O  25.16716  2.20260  -6.47188
O  23.56782  3.69456  -5.35286
H  21.67797  4.50307  -5.38513
H  23.01673  5.70490  -5.50142
H  22.37724  5.37310  -7.89578
H  21.78292  3.79729  -7.53435
C  19.95581  6.61935  0.66855
C  21.01808  5.62169  1.12050
O  20.34435  4.39304  0.99390
S  19.46815  4.34437  -0.36541
O  18.28323  3.60755  -0.19235
O  20.37011  4.06410  -1.42041
O  19.18999  5.92687  -0.30394
H  20.38508  7.49255  0.17008
H  19.37530  7.04324  1.49032
H  21.25833  5.84470  2.15554
H  21.90032  5.70644  0.48430

## Properties
Gap between HOMO and LUMO (eV): 10.668
Total charge: 0
Highest occupied orbital energy (hartree): -0.3830
Relative energy (zero: lowest compared OMol25 entry of this formula, charge and spin) (kcal/mol): 0.0

=====

Computed, not measured: C30H85F6NO19S2V as an isolated structure, with ωB97M-V with the def2-TZVPD basis set.

Positions of all 144 atoms, in Å:
V  1.94850  2.29856  1.23970
C  -0.05726  0.33857  -1.91378
F  0.73590  -0.66813  -2.16424
F  0.44584  1.44522  -2.30165
F  -1.14239  0.16118  -2.67616
S  -0.55806  0.50778  -0.06652
O  -1.10045  1.86386  0.04202
O  -1.52325  -0.45571  0.40029
N  0.99095  0.45254  0.77152
S  1.25903  -1.07596  1.10348
O  0.78677  -2.06143  0.16299
O  2.69528  -1.22594  1.38617
C  0.27735  -1.47205  2.73514
F  1.01872  -2.24647  3.52760
F  -0.07068  -0.34620  3.36672
F  -0.83418  -2.22619  2.50922
O  1.37420  3.67968  -0.28125
H  1.06631  3.61881  -1.20646
C  -2.64811  6.49193  -0.66712
C  -1.83148  5.19138  -0.54178
O  -0.45543  5.52245  -0.48519
H  -2.10145  7.21806  -1.26876
H  -2.66311  6.96942  0.31262
H  -3.69635  6.43357  -0.96023
H  -2.04061  4.57031  -1.41277
H  -2.13472  4.42364  0.17006
H  0.08141  4.73547  -0.36662
C  -2.49571  2.25474  -7.13561
C  -3.43796  1.91246  -6.04230
O  -2.92683  0.87862  -5.18731
H  -2.51711  1.50218  -7.92383
H  -1.45738  2.28719  -6.80558
H  -2.68869  3.17955  -7.67926
H  -4.40305  1.56206  -6.40829
H  -3.63253  2.82794  -5.48360
H  -1.99906  1.11086  -5.10427
C  -0.23779  -3.94980  5.71456
C  -1.42775  -4.77266  5.28879
O  -1.28331  -6.15552  5.61678
H  -0.32995  -2.92985  5.34132
H  0.67229  -4.21455  5.17626
H  0.05619  -4.08577  6.75532
H  -1.45058  -4.81315  4.19978
H  -2.41259  -4.38929  5.55569
H  -1.46690  -6.16093  6.55905
C  2.38992  -0.25137  7.87761
C  1.13615  0.14269  7.11477
O  1.42491  -0.00378  5.74497
H  2.82615  -1.21879  7.62877
H  2.12827  -0.18516  8.93366
H  3.21667  0.44900  7.75901
H  0.88584  1.14519  7.46181
H  0.36804  -0.60331  7.31863
H  0.55074  -0.12152  5.36606
C  4.66901  1.30965  4.56023
C  3.97622  0.79485  3.34022
O  2.73188  1.43607  3.30903
H  5.35209  0.53644  4.91187
H  4.06951  1.68221  5.39083
H  5.21701  2.23624  4.38922
H  3.90511  -0.26691  3.57622
H  4.70906  0.94612  2.54766
H  2.13294  1.03409  3.94249
C  4.65976  -0.04631  -1.25924
C  4.69446  0.97272  -0.18336
O  3.50669  1.77088  -0.23773
H  3.87434  -0.80145  -1.22786
H  5.57825  -0.62549  -1.16418
H  4.71783  0.43256  -2.23669
H  5.55436  1.63888  -0.11335
H  4.71583  0.39803  0.74259
H  3.51343  2.35454  -0.99990
C  -3.01682  -6.01602  -1.18288
C  -2.42647  -4.80671  -0.55021
O  -2.68321  -4.97957  0.84801
H  -2.73759  -6.14870  -2.22812
H  -4.09564  -6.16527  -1.13864
H  -2.50783  -6.81759  -0.64759
H  -3.01274  -3.94113  -0.85869
H  -1.34798  -4.69293  -0.65986
H  -2.21315  -4.32371  1.36810
C  -0.21870  3.53882  4.46756
C  -0.90588  3.43757  3.12111
O  -0.14437  2.51117  2.40819
H  -0.35583  2.61413  5.02815
H  -0.71665  4.44267  4.81852
H  0.84137  3.75734  4.33864
H  -0.84956  4.30763  2.46696
H  -1.98310  3.27119  3.11879
H  -0.63627  2.18542  1.65086
C  4.37937  -3.48362  -0.13587
C  3.80699  -3.65730  -1.61679
O  3.59696  -5.06192  -1.96455
H  4.80762  -2.50171  0.06557
H  5.15290  -4.21706  0.09180
H  3.57438  -3.64173  0.58184
H  4.56579  -3.34394  -2.33383
H  2.84753  -3.14550  -1.69153
H  4.36584  -5.40952  -2.42236
C  3.35054  1.01469  -4.86791
C  2.39749  1.42982  -6.00075
O  2.93626  1.16726  -7.19891
H  2.88728  1.22709  -3.90438
H  4.30198  1.54428  -4.91695
H  3.51688  -0.06059  -4.93268
H  2.11319  2.48129  -6.04152
H  1.45168  0.89304  -5.92730
H  2.48081  0.36039  -7.45019
C  -1.04031  4.08865  -4.04595
C  -0.20261  4.43992  -5.26068
O  -0.19794  5.84427  -5.23173
H  -2.00368  4.59604  -4.09644
H  -0.62689  4.43023  -3.09700
H  -1.26209  3.02260  -3.99623
H  -0.64429  4.01345  -6.16132
H  0.77423  3.97675  -5.12157
H  0.01146  6.16308  -4.35076
C  -3.84672  -0.94705  3.04511
C  -4.44928  -2.27584  3.39353
O  -4.54872  -2.33144  4.78462
H  -2.83281  -1.07610  3.42384
H  -4.42069  -0.17941  3.56413
H  -3.91993  -0.81753  1.96530
H  -3.66957  -2.95680  3.05228
H  -5.27821  -2.50201  2.72282
H  -4.59804  -3.22128  5.14150
C  -4.44025  1.91117  -1.96764
C  -4.95486  0.55897  -1.35974
O  -5.66415  0.62313  -0.16096
H  -3.86562  2.37793  -1.16760
H  -5.28958  2.55656  -2.19170
H  -3.79863  1.81004  -2.84297
H  -4.05742  -0.01983  -1.14131
H  -5.46678  0.01971  -2.15675
H  -6.36157  -0.02352  -0.03031
C  -0.16809  -3.40546  -3.26899
C  0.72390  -4.52288  -3.86156
O  0.97274  -5.52220  -2.95892
H  -1.18782  -3.78322  -3.34342
H  0.05161  -2.42886  -3.70037
H  0.08033  -3.42176  -2.20781
H  1.70072  -4.06274  -4.01046
H  0.24699  -4.80088  -4.80144
H  1.82298  -5.24743  -2.60794

## Properties
Gap between HOMO and LUMO (alpha / beta) (eV): 8.734 / 8.921
2S+1: 4
Total charge: 0
Highest occupied orbital energy (alpha / beta) (hartree): -0.3277 / -0.3384

=====

In order of appearance, DFT total energy = -229394.805, -136536.609 eV.